Entry 1:
ORCA calculation (ωB97M-V/def2-TZVPD) on C62H54NP4PdSi as an isolated structure.

Summary:
LUMO energy: 2.5 eV
E: -115177.25534 eV
HOMO-LUMO gap: 5.15 eV

Structure (ORCA input):
```
! wB97M-V def2-TZVPD RIJCOSX def2/J DEFGRID3
* xyz -1 1
H -1.29344 2.41508 2.41183
C -0.54304 0.38935 -4.57169
C -1.70454 3.52777 -3.12515
C 1.18067 1.79269 -5.45860
H -3.82866 7.78623 0.96481
H 3.33403 2.09317 2.77641
C 2.93975 2.81353 -1.43970
C -0.12299 -3.14538 -0.40447
C -2.01531 4.50502 -0.05752
H 1.50637 -1.91087 -5.05784
C 4.85536 0.68848 3.32848
C 1.95736 -1.60932 -1.71152
H 1.38050 4.01353 6.23480
H 1.41128 3.24048 1.04835
H -0.76843 -1.93254 6.42762
C 3.65010 -3.85575 -0.54311
H 3.54448 -0.50909 -0.79657
C -2.14308 6.92035 -0.04534
H -2.03087 4.40170 3.67782
C -0.11988 0.69481 -3.28704
H 2.10203 2.02169 4.98314
C -3.43234 -0.60195 0.78466
C -3.20546 4.46948 0.66758
H 3.54487 -0.51395 -5.08198
H 4.35902 -2.62421 3.79408
H 0.99757 -4.73647 -1.32725
C 0.01620 -4.38338 -1.03197
C -2.05127 2.72509 -2.04195
C 3.55169 1.06553 3.04851
C -1.12836 3.87994 3.97264
C 4.07932 2.28879 -0.84197
C 0.91884 1.59729 -3.05877
C -2.40910 3.43917 -4.31354
H -4.02815 2.48853 -5.35671
C -3.83888 1.76698 -3.34467
C 3.01990 4.06537 -2.05295
H -3.36866 1.20565 -1.31848
C 5.36825 4.19005 -1.54800
C 5.29100 2.96759 -0.90084
C 2.55409 -3.50432 0.24412
H -2.37845 -3.29363 5.11490
H 6.16636 -0.93371 3.84698
H -2.12290 4.05623 -5.15701
C 0.45744 2.08543 3.59764
H -4.67001 1.07729 -3.43116
P 1.35661 -2.08745 -0.03573
H 2.96292 -5.83875 2.69348
H 4.89345 -6.44970 1.25988
H -0.21951 0.71184 -6.67266
C 4.48425 -4.90695 -0.17543
C -0.36848 4.33528 5.04327
H -1.36633 -0.30100 -4.71046
C 3.10772 -0.82407 -4.14080
C 1.20004 2.54079 4.68406
H -4.78961 5.58782 1.58459
H -3.47777 -3.18723 0.03768
H -3.62010 0.42381 1.11687
C 2.33833 -4.23353 1.41925
H 1.71843 2.20160 -6.30662
H 2.03785 -1.94405 3.32428
C -1.49668 5.74854 -0.41446
C 3.10366 -0.81044 -1.74038
C 2.51017 0.13302 3.08846
H 6.30989 4.72330 -1.59454
H 1.49017 -3.97097 2.04594
C -0.71437 2.76651 3.26027
H 4.56069 0.20746 -2.93347
H 5.32356 -5.16477 -0.81098
C -3.12064 1.84584 -2.15793
H 2.11684 4.51647 -2.44464
P 1.33571 1.91763 -1.27439
H -3.95054 -1.27432 1.47519
C 1.58946 2.11128 -4.17082
H -0.97202 -6.12332 -1.80794
C 0.10125 0.94696 -5.66439
C 1.39276 -1.99825 -2.91864
H 6.17134 2.54500 -0.43202
C -3.86449 5.63730 1.02240
H 0.61987 -0.25143 5.28306
C 4.22582 4.74455 -2.11432
C -1.78616 -2.52852 4.62510
C -0.10210 -0.82891 4.71552
Si -1.54070 -0.92233 0.71753
H 4.00777 1.35025 -0.30504
C 1.96653 -1.60787 -4.12477
C 0.79012 3.66085 5.39710
C -3.48003 2.55837 -4.42467
C -3.32811 6.87016 0.67621
H -0.86579 4.20804 -3.03445
C -1.18687 -1.31843 2.59458
P 0.85025 0.64097 2.52281
H -0.67909 5.21076 5.60045
H 1.85162 4.62729 0.03961
H -0.57898 5.79565 -0.98985
C -1.93255 -2.29449 3.26845
C 3.16167 -5.28440 1.78367
H -3.22358 -5.35843 -1.10319
H 3.85544 -3.32236 -1.46004
C 2.82408 -1.19993 3.34668
H 0.30698 4.60351 0.89043
P -1.23040 2.84304 -0.39743
C -2.35242 -4.74159 -0.91073
N 0.38369 3.37272 -0.84347
C -0.23965 -0.60829 3.34007
H -0.59239 0.23271 -2.42258
C -1.39179 -2.69347 -0.01134
C -0.87508 -1.77661 5.36039
C -1.09361 -5.17405 -1.29906
C 4.13188 -1.58112 3.60944
C 1.02356 3.98953 0.34890
C 4.24494 -5.62726 0.98355
H 0.48528 -2.58783 -2.92324
H 2.45263 2.74603 -4.04999
C -2.49068 -3.51758 -0.26943
H 5.64659 1.42856 3.30456
H -2.64252 -2.89094 2.70252
C 3.67697 -0.42029 -2.93798
H -3.61684 3.50487 0.95262
H -3.88020 -0.71938 -0.20689
H 4.27649 5.71339 -2.59669
C 5.14957 -0.63803 3.62020
Pd 0.25064 0.39278 0.12840
H -1.71701 7.87662 -0.32641
*
```

Entry 2:
ORCA calculation (ωB97M-V/def2-TZVPD) on a 7-piece molecular cluster, C62H55ClNO19P overall.

Summary:
Structure (SMILES): CCCNc1ccc2c(c1)C(=O)c1c(CCCCl)cc(CCCC(=O)OCC)c(P(=O)(O)O)c1C2=O.O=C1C=CC(=O)C=C1.O=C1C=CC(=O)C=C1.O=C1C=CC(=O)C=C1.O=C1C=CC(=O)C=C1.O=C1C=CC(=O)C=C1.O=C1C=CC(=O)C=C1
LUMO energy: -1.9 eV
E: -127385.32712 eV
HOMO-LUMO gap: 7.23 eV

Structure (ORCA input):
```
! wB97M-V def2-TZVPD RIJCOSX def2/J DEFGRID3
* xyz 0 1
C 2.61492 -6.39674 2.56207
C 1.54123 -8.73823 5.33785
H -0.88674 -2.81246 -1.48614
O 4.00473 -3.40741 1.24876
C 9.59103 1.84017 -0.09536
C -2.61077 3.80890 -3.20023
C 3.62872 1.23747 -2.01086
H 0.47066 -0.86684 -1.26499
H -1.38290 6.42153 1.77587
C 0.15926 -2.96263 -1.77327
H -2.94929 4.87944 2.60206
O 0.68400 7.31209 1.93111
C 1.45040 2.59633 -2.94856
C 2.32355 -1.59903 -2.12828
C -3.53519 5.00857 1.68243
C 2.72501 0.61694 -2.84858
O 2.24504 5.40169 1.22627
H -4.01118 6.59754 0.24108
H -10.34146 -7.70619 -4.46605
C -1.89319 6.75391 0.86787
H 3.16297 5.70516 1.24861
C 2.04637 4.64798 -1.69977
C 0.56862 4.94233 -1.44863
H -2.17429 2.84773 -3.48590
H -4.76513 3.95455 -3.40482
H 3.87087 -0.94817 -3.21426
H -2.61824 4.41806 -4.11150
O 1.84204 -7.56122 5.26539
C -6.02973 -1.31193 -1.76647
H -12.79265 -7.94386 -4.82711
C -4.98484 4.67836 2.09268
O -14.53881 -6.44064 -3.63411
C -1.28997 5.90825 -0.26901
C -4.04932 3.52879 -2.68855
H -5.29797 1.83482 -2.18285
C 7.18635 2.29999 -0.22713
C -12.79756 -5.29743 -2.53818
H 0.22479 -3.55811 -2.68885
H 8.93405 5.27689 -0.07662
H 12.04459 1.86315 6.38290
C 0.45334 -10.55125 6.57652
H -4.28147 3.96985 -1.71366
O 2.94352 5.45962 -1.64178
H 2.67248 -2.63657 -2.19768
O 15.43414 1.84085 3.48032
C 12.45756 2.04743 5.39921
C 1.62738 1.29803 -3.35033
P 1.32749 6.57603 0.64688
C 0.77864 -1.57332 -2.04799
C 3.70374 -4.57960 1.32399
H -6.60562 7.46668 -0.00186
H 11.37093 3.24651 2.29890
C -6.43519 5.32607 0.41011
C -3.39119 6.44804 1.12672
C 2.99164 -7.35214 1.49312
C 9.86998 3.29633 -0.05572
C 8.34654 1.37778 -0.17573
C 0.09037 5.76480 -0.41567
C -10.51857 -6.04829 -3.04405
H -8.15284 6.62639 0.33887
O -0.14511 3.39254 -4.54231
C 14.27327 2.06489 3.74740
H -8.31864 -1.56589 0.81050
H 0.51997 -8.55071 7.26738
H -1.72666 7.81415 0.65641
C 4.07960 -5.53882 0.25459
H 2.70763 -1.17796 -1.18415
H 10.45143 1.18398 -0.05576
H -3.20408 5.40245 -1.09037
H 8.12250 0.31904 -0.20639
C 0.78430 -9.26537 6.49809
H -3.55463 1.52354 -2.01160
O 0.52794 -12.68240 5.58248
C -6.87337 -1.88004 -2.84534
C 2.94666 -5.11002 2.48292
C -7.86688 -1.62624 -0.17151
C 13.73207 1.80438 5.10486
H -6.42154 -1.94041 -3.82718
C -13.34502 -6.32291 -3.45891
C -7.17338 6.54208 -0.14581
C -8.11619 -2.29013 -2.60641
H -7.09580 4.45066 0.46284
H 4.47703 0.66754 -1.63857
C 7.46544 3.75600 -0.18754
C 12.06476 2.85123 3.02662
O 11.00648 3.71676 0.01626
C 11.52400 2.59098 4.38225
H -3.73055 7.09795 1.94154
H -11.06845 -4.42816 -1.67609
O -9.32292 -5.93124 -2.87097
O 2.09148 7.58774 -0.09188
H 2.06261 -6.80235 3.40083
H -7.35758 6.42980 -1.22124
H 14.42923 1.40863 5.83245
O -5.28920 3.69479 2.72448
C -6.62419 -1.21605 -0.40999
H -0.09960 -10.95689 7.41420
C 3.74878 -6.82470 0.33256
H 6.60552 4.41302 -0.22749
H -5.61541 5.09502 -0.29443
O 6.05072 1.87907 -0.29885
H 0.41166 -1.13825 -2.98642
H 2.68206 -4.39641 3.25287
C -2.12916 5.27929 -1.16465
H 0.71368 8.25184 1.69735
O 10.36212 2.81449 4.64951
C -8.70989 -2.19429 -1.25146
O 2.69102 -8.52868 1.56532
H 1.85101 -11.69370 3.57811
C 3.44123 2.54951 -1.62293
C -11.06476 -7.07478 -3.96559
C -12.37482 -7.20190 -4.15855
H -13.52032 -4.66555 -2.03793
H -5.99341 -0.79797 0.36459
Cl -4.29310 1.29132 -4.26738
N 2.86928 -0.76567 -3.24867
C 1.58641 -10.98017 4.34809
O -5.92326 5.62878 1.70960
O -4.89717 -0.93990 -1.98544
C 13.33884 2.60841 2.73151
H -3.15727 4.25571 0.97992
C -4.31500 2.01852 -2.62227
H 0.71094 -3.41551 -0.94175
H 2.47029 -9.28788 3.43039
H 4.13556 3.04621 -0.95640
H 13.74955 2.79354 1.74688
C 0.27203 3.42450 -3.40335
C -0.30885 4.31751 -2.31562
C 0.82916 -11.51088 5.50734
C -11.48685 -5.17015 -2.34442
C 1.91803 -9.69351 4.26898
C 2.33878 3.21658 -2.09374
H 4.63253 -5.13300 -0.58322
H 4.01308 -7.53919 -0.43692
H -8.74684 -2.70879 -3.38006
O -9.84395 -2.56640 -1.03318
H 0.95147 0.79018 -4.03037
C -1.68912 4.48909 -2.19784
C 8.71007 4.21828 -0.10731
*
```

Entry 3:
ORCA calculation (ωB97M-V/def2-TZVPD) on C62H61IN2O4P2PbSb2 as an isolated structure.

Summary:
LUMO energy (alpha / beta): 3.8 / 3.8 eV
E: -121451.93009 eV
HOMO-LUMO gap (alpha / beta): 4.40 / 4.43 eV
Relative energy (zero: lowest compared OMol25 entry of this formula, charge and spin): 18.1 kcal/mol

Structure (ORCA input):
```
! wB97M-V def2-TZVPD RIJCOSX def2/J DEFGRID3
* xyz -2 1
C -4.24933 -0.55245 4.74849
H 3.67907 1.97055 4.67759
C 2.95137 -6.57305 0.02989
C 2.50427 -0.76185 -4.36571
H 2.68467 6.71075 1.09599
C -5.05773 2.37915 0.71549
H 2.94577 -3.52425 -1.37881
H 1.48187 0.83105 -3.40731
H -6.47383 3.91895 1.19059
C -2.11283 -4.04165 -1.58571
C 1.98137 5.93035 0.84149
C 5.33347 -5.75205 1.10749
C 3.55137 2.35215 3.67559
C 1.54167 -2.93595 -4.14541
H -5.97273 4.49675 -2.43561
H -2.30233 -4.81035 -0.84111
C 0.51817 -2.39725 -3.38881
H -1.20643 -4.31765 -2.12041
H 5.48297 -3.39985 3.26099
P -1.14213 2.57415 -0.25071
H 3.34317 -8.47045 0.93129
C -2.26223 2.05395 3.00769
C -0.00333 3.96765 0.07689
C 3.69507 -7.45715 0.78229
Sb 1.30977 -3.35065 0.87629
H 2.63007 5.80335 -1.17801
I 1.52017 0.06485 3.56259
H -2.52183 3.92965 2.90429
C 4.50127 -2.94395 3.16329
C 3.35727 -5.25165 -0.18231
C -4.26193 -2.17075 -0.04611
C 2.22787 5.14915 -0.39451
C 3.09197 3.84795 -0.30411
C 4.60647 -4.85265 0.34099
C -4.55503 -1.52115 -1.27251
C -2.18943 -1.51175 -1.84441
H -2.49403 5.22975 0.34129
H -3.66053 0.86355 -4.79601
H -2.74173 -3.02245 1.16859
C -5.47673 1.89935 -4.51611
H 6.24827 -3.51085 0.26759
C 0.25847 -5.22625 1.30379
C 2.07617 3.16095 -1.22611
N -2.02533 -0.26365 3.11479
H -5.12833 -0.68725 5.36789
O -0.46593 -2.31015 2.44259
H -5.03213 -2.21745 0.71469
H -0.58773 1.21705 -3.86521
C -4.16203 3.41415 -2.64001
C 2.59427 0.68175 -0.51341
H -3.70013 -2.66025 4.71829
H -5.97553 1.30125 -5.26871
H -0.36713 2.92825 -2.56931
H 3.73487 -3.71055 3.21109
H 1.55697 -3.99735 -4.35551
C -6.16693 2.90775 -3.86541
C -3.21703 4.42965 0.44069
H -4.82783 5.74155 0.96919
H -3.68683 4.03705 -1.90481
C -3.88903 0.69555 4.32459
Pb -0.34323 0.04565 1.20869
H -5.56953 -1.23175 -1.51371
C -5.45053 3.69115 0.92409
C -1.46923 0.87935 -3.30091
C 3.20437 3.27365 1.07669
O -2.90543 3.20365 3.41779
C -1.99383 -2.66895 -0.87811
H 4.09577 3.96475 -0.72751
C -3.46473 2.34365 -3.22431
O -1.73173 -3.74605 3.57389
H 1.74527 -4.83255 -1.49631
H 2.35857 -0.31655 -0.86441
H 0.77997 1.45355 -1.42031
C 2.45637 -4.33195 -0.84531
C 6.32347 -0.97115 1.51339
H -2.94613 -4.02495 -2.28571
C 1.05757 4.29955 -0.94351
C 2.54687 -2.12055 -4.63831
H -7.21113 3.09205 -4.07671
C 2.49627 2.12555 1.48229
C -1.36353 2.96485 -2.12011
C 4.88897 -7.04055 1.34829
H -0.73033 4.33895 2.01039
C 2.66457 1.73895 2.81189
H -2.07023 0.26565 -3.96811
Sb 4.31977 -1.88385 1.28019
C 1.70397 1.29355 0.56929
C 1.64627 1.78165 -0.85521
H -0.21103 -5.62305 0.40919
H 3.65697 0.90855 -0.50431
C 4.08087 3.90735 1.94489
C -2.36753 -1.45635 3.56239
C -3.02183 -2.62735 0.20609
H 3.35847 -2.53525 -5.22221
P -0.84513 -0.33415 -1.97241
H 0.96247 -5.95125 1.70459
H 6.23847 -0.10675 2.16369
H 7.05767 -1.65465 1.92989
H -1.74703 3.98285 -2.23971
C -4.52483 4.71505 0.79239
C -5.47843 3.67925 -2.94451
H 5.01657 -3.22665 -0.97051
C -0.00643 4.61175 1.26179
H 2.41497 3.19775 -2.26941
H 6.67327 -0.62785 0.54329
O -1.27013 2.17295 2.21399
H 0.74577 6.19295 2.52929
C -3.50423 -1.06245 -2.03141
H 5.00567 3.90995 3.87879
H -3.44683 1.06505 0.20719
H -4.44333 1.58105 4.59619
C -2.74843 0.83215 3.48919
C 4.28097 3.43825 3.23009
C 0.44967 -1.03615 -3.11961
N -2.18743 2.03515 -2.84151
H -5.76983 1.57655 0.83399
C -3.75283 2.08955 0.37319
H -3.72413 -0.31915 -2.78571
H -0.97953 -2.62225 -0.43061
C -3.46953 -1.66235 4.38309
H -0.26453 -3.02525 -3.00591
H 0.59267 4.72385 -1.84101
C -4.15453 1.63385 -4.22401
H -0.49443 -5.00325 2.04819
C -1.46383 -2.61835 3.16589
C 0.92707 5.64335 1.61429
H 4.63497 4.76895 1.59259
H 6.29197 -5.44085 1.50759
C -2.81943 3.11425 0.22199
C 1.47667 -0.23015 -3.61211
H 5.47737 -7.71915 1.95259
H 2.01917 -6.89745 -0.41351
H 3.28487 -0.11105 -4.74061
H 4.34077 -2.24245 3.97569
C 5.17727 -3.51885 0.06679
*
```